Model 1:
The following is a quantum chemistry calculation of a structure of composition C6H8, from the OMol25 dataset.

Orbital gap ... 9.5 eV
HOMO ... -8.47 eV
LUMO energy ... 1.0 eV

Geometry as XYZ:
```
14
C6H8 (wB97M-V/def2-TZVPD)
C -0.125 -0.451 -2.699
C -0.706 0.166 -1.836
C -1.133 0.344 -0.465
C -0.070 -0.348 0.385
C 0.188 0.499 1.770
C 1.276 -0.185 1.055
H 0.194 -0.763 -3.661
H -1.452 1.346 -0.182
H -2.021 -0.303 -0.322
H 0.142 -1.324 -0.529
H -0.131 0.351 2.804
H 0.217 1.583 1.539
H 2.169 0.259 0.637
H 1.452 -1.173 1.504
```



Model 2:
The following is a quantum chemistry calculation of an isolated molecule of C6H8, from the OMol25 dataset.

Orbital gap ... 7.7 eV
HOMO ... -7.75 eV
LUMO energy ... 0.0 eV

Geometry as XYZ:
```
14
C6H8 (wB97M-V/def2-TZVPD)
C -1.252 0.319 -0.197
C -0.016 0.830 -0.879
C 0.939 1.561 -0.291
C 1.296 -0.596 1.027
C 0.165 -1.443 0.731
C -1.030 -1.122 0.222
H -1.449 0.928 0.699
H -2.124 0.407 -0.856
H 0.125 0.502 -1.911
H 0.840 1.942 0.721
H 1.835 1.843 -0.840
H 2.144 -0.852 0.366
H 0.355 -2.465 1.088
H -1.826 -1.854 0.121
```



Each structure's energy above the most stable one, in kJ/mol: model 1 156.7; model 2 0.0.



Model 1:
The following is a quantum chemistry calculation of an isolated molecule of C4H8OS, from the OMol25 dataset.

Orbital gap ... 9.3 eV
HOMO ... -8.33 eV
LUMO energy ... 1.0 eV
SMILES ... CO/C=C/SC

Geometry as XYZ:
```
14
C4H8OS (wB97M-V/def2-TZVPD)
C -2.776 -0.833 -0.244
C -0.676 0.181 -0.367
C 0.320 0.944 0.088
C 2.957 0.269 0.442
H -2.409 -1.823 0.046
H -3.763 -0.628 0.185
H -2.877 -0.815 -1.324
H -0.530 -0.471 -1.229
H 0.164 1.580 0.951
H 2.963 0.867 1.371
H 3.989 0.265 0.016
H 2.705 -0.771 0.627
O -1.915 0.197 0.212
S 1.847 1.038 -0.774
```



Model 2:
The following is a quantum chemistry calculation of an isolated molecule of C4H8OS, from the OMol25 dataset.

Orbital gap ... 9.7 eV
HOMO ... -8.71 eV
LUMO energy ... 1.0 eV
SMILES ... CSC[C@H]1CO1

Geometry as XYZ:
```
14
C4H8OS (wB97M-V/def2-TZVPD)
C 1.284 2.207 -0.550
C -0.678 0.195 -0.234
C -0.046 -1.176 -0.353
C -0.394 -2.265 0.539
H 0.722 3.087 -0.930
H 2.325 2.491 -0.161
H 1.353 1.622 -1.503
H -1.649 0.196 0.329
H -0.931 0.572 -1.213
H 0.966 -1.195 -0.831
H 0.307 -3.158 0.625
H -1.012 -2.098 1.471
O -1.055 -2.110 -0.771
S 0.335 1.350 0.748
```



Model 3:
The following is a quantum chemistry calculation of an isolated molecule of C4H8OS, from the OMol25 dataset.

Orbital gap ... 9.6 eV
HOMO ... -8.68 eV
LUMO energy ... 0.9 eV
SMILES ... C=CSCOC

Geometry as XYZ:
```
14
C4H8OS (wB97M-V/def2-TZVPD)
C -2.794 0.628 0.055
C -0.800 -0.494 0.493
C 1.498 0.603 -0.145
C 2.761 0.928 0.140
H -3.307 1.186 -0.733
H -3.370 -0.298 0.340
H -2.703 1.277 0.938
H -1.432 -1.276 0.852
H -0.533 0.119 1.344
H 0.792 1.403 -0.332
H 2.914 2.027 0.263
H 3.628 0.334 0.265
O -1.547 0.259 -0.474
S 0.775 -1.052 -0.150
```



Each structure's energy above the most stable one, in kJ/mol: model 1 0.0; model 2 55.6; model 3 47.3.



Model 1:
The following is a quantum chemistry calculation of an isolated molecule of C4H8OS, from the OMol25 dataset.

Orbital gap ... 9.6 eV
HOMO ... -8.82 eV
LUMO energy ... 0.8 eV

Geometry as XYZ:
```
14
C4H8OS (wB97M-V/def2-TZVPD)
C -0.740 -0.573 -1.173
C 0.125 0.024 0.021
C 0.319 1.471 0.207
C 1.101 -1.000 0.609
O -2.651 0.659 0.238
S -1.728 -0.492 0.384
H -1.152 -0.048 -1.998
H -0.700 -1.662 -1.483
H 1.107 1.794 -0.459
H 0.752 1.472 1.109
H -0.583 2.061 0.059
H 0.743 -2.016 0.738
H 1.351 -0.564 1.647
H 2.056 -1.126 0.102
```



Model 2:
The following is a quantum chemistry calculation of an isolated molecule of C4H8OS, from the OMol25 dataset.

Orbital gap ... 9.9 eV
HOMO ... -9.09 eV
LUMO energy ... 0.8 eV
SMILES ... CC(=O)[C@@H](C)S

Geometry as XYZ:
```
14
C4H8OS (wB97M-V/def2-TZVPD)
C -0.754 1.740 0.356
C -0.387 0.254 0.563
C 1.035 0.114 0.034
C 1.969 -0.995 0.389
H -0.657 1.811 -0.755
H -0.081 2.332 0.858
H -1.853 1.939 0.424
H -0.352 -0.116 1.592
H -1.927 -0.056 -1.174
H 2.756 -0.782 -0.272
H 2.296 -0.966 1.404
H 1.510 -1.915 -0.133
O 1.404 0.779 -0.882
S -1.507 -0.948 -0.183
```



Model 3:
The following is a quantum chemistry calculation of an isolated molecule of C4H8OS, from the OMol25 dataset.

Orbital gap ... 9.5 eV
HOMO ... -8.55 eV
LUMO energy ... 0.9 eV
SMILES ... C=CSCCO

Geometry as XYZ:
```
14
C4H8OS (wB97M-V/def2-TZVPD)
C -1.746 -0.575 -0.480
C -0.559 -0.244 0.362
C 2.091 -0.254 0.218
C 2.162 0.987 -0.301
H -2.751 0.462 0.931
H -2.068 -1.638 -0.342
H -1.540 -0.290 -1.467
H -0.339 0.776 0.305
H -0.731 -0.374 1.460
H 2.841 -0.749 0.857
H 1.616 1.174 -1.195
H 2.932 1.716 -0.193
O -2.705 0.351 -0.001
S 0.798 -1.343 -0.155
```



Model 4:
The following is a quantum chemistry calculation of an isolated molecule of C4H8OS, from the OMol25 dataset.

Orbital gap ... 9.9 eV
HOMO ... -9.02 eV
LUMO energy ... 0.8 eV
SMILES ... C=C[C@H](S)CO

Geometry as XYZ:
```
14
C4H8OS (wB97M-V/def2-TZVPD)
C -0.360 -1.348 -0.313
C 0.510 -0.399 0.553
C -0.103 0.957 0.631
C -0.297 1.704 -0.471
H -2.127 -0.591 -0.192
H -0.350 -1.172 -1.399
H 0.120 -2.384 -0.139
H 0.684 -0.703 1.615
H 2.700 0.571 0.155
H -0.523 1.292 1.581
H 0.016 1.359 -1.438
H -0.715 2.662 -0.564
O -1.690 -1.340 0.080
S 2.136 -0.608 -0.097
```



Each structure's energy above the most stable one, in kJ/mol: model 1 106.1; model 2 0.0; model 3 86.1; model 4 61.7.



Model 1:
The following is a quantum chemistry calculation of an isolated molecule of C4H8OS, from the OMol25 dataset.

Orbital gap ... 8.8 eV
HOMO ... -8.44 eV
LUMO energy ... 0.3 eV
SMILES ... C[C@H]1C[C@@H](O)S1

Geometry as XYZ:
```
14
C4H8OS (wB97M-V/def2-TZVPD)
C 0.515 0.691 -0.251
C -0.519 -0.325 -0.785
C 1.494 -0.203 0.511
C -1.907 0.019 -0.480
O 1.517 0.186 1.798
S 0.577 -1.882 0.405
H 1.064 1.134 -1.056
H 0.143 1.466 0.468
H -0.367 -0.662 -1.803
H 2.373 -0.465 -0.007
H -2.116 1.078 -0.501
H -2.256 -0.194 0.486
H -2.509 -0.601 -1.326
H 1.990 -0.242 2.542
```



Model 2:
The following is a quantum chemistry calculation of an isolated molecule of C4H8OS, from the OMol25 dataset.

Orbital gap ... 9.6 eV
HOMO ... -8.65 eV
LUMO energy ... 0.9 eV
SMILES ... CO[C@@]1(C)CS1

Geometry as XYZ:
```
14
C4H8OS (wB97M-V/def2-TZVPD)
C 1.741 -0.368 1.124
C 0.987 -0.153 -0.101
C 0.366 1.267 -0.391
C -1.198 -1.176 -0.507
O 0.220 -1.200 -0.579
S 2.743 -0.269 -0.375
H 1.517 0.341 1.907
H 1.994 -1.323 1.499
H 0.255 1.369 -1.416
H 1.078 2.011 0.027
H -0.572 1.285 0.316
H -1.604 -0.782 -1.390
H -1.452 -0.545 0.370
H -1.578 -2.171 -0.287
```



Model 3:
The following is a quantum chemistry calculation of an isolated molecule of C4H8OS, from the OMol25 dataset.

Orbital gap ... 9.3 eV
HOMO ... -8.78 eV
LUMO energy ... 0.5 eV
SMILES ... C[C@H]1C[C@@H](O)S1

Geometry as XYZ:
```
14
C4H8OS (wB97M-V/def2-TZVPD)
C -0.447 -0.792 -0.045
C -0.013 0.546 -0.596
C -0.646 -0.352 1.379
C 0.862 0.762 -1.750
O -0.375 -1.312 2.331
S 0.705 0.934 1.286
H -1.338 -1.328 -0.471
H 0.506 -1.594 -0.047
H -0.763 1.269 -0.538
H -1.666 0.135 1.488
H 0.466 0.124 -2.682
H 1.852 0.635 -1.390
H 0.786 1.809 -2.040
H 0.074 -0.835 3.073
```



Model 4:
The following is a quantum chemistry calculation of an isolated molecule of C4H8OS, from the OMol25 dataset.

Orbital gap (alpha / beta) ... 7.2 / 6.8 eV
HOMO (alpha / beta) ... -8.22 / -8.12 eV
LUMO energy (alpha / beta) ... -1.0 / -1.3 eV

Geometry as XYZ:
```
14
C4H8OS (wB97M-V/def2-TZVPD)
C -0.983 0.701 -1.142
C -0.563 -0.116 0.145
C 0.184 -1.413 -0.028
C 0.240 0.853 0.996
O -1.766 -0.338 0.861
S -3.140 -0.074 -0.201
H -1.387 1.662 -0.973
H -0.728 0.257 -2.070
H 0.435 -1.773 0.981
H 1.147 -1.156 -0.717
H -0.329 -2.134 -0.550
H -0.379 1.794 1.081
H 1.275 1.003 0.587
H 0.369 0.504 1.946
```



Each structure's energy above the most stable one, in kJ/mol: model 1 59.3; model 2 22.0; model 3 0.0; model 4 203.3.



Model 1:
The following is a quantum chemistry calculation of a structure of composition C4H8OS, from the OMol25 dataset.

Orbital gap ... 9.1 eV
HOMO ... -8.83 eV
LUMO energy ... 0.3 eV

Geometry as XYZ:
```
14
C4H8OS (wB97M-V/def2-TZVPD)
C 0.654 1.364 -0.256
C 0.201 -0.037 0.074
C 1.223 -1.324 -0.231
C -2.175 -0.176 0.334
H -0.156 2.008 0.175
H 0.841 1.528 -1.370
H 1.636 1.619 0.277
H 0.250 0.009 1.190
H 0.465 -2.410 -0.434
H 2.136 -1.285 0.706
H 1.780 -0.996 -1.239
H -2.098 -0.021 1.485
O -1.071 -0.161 -0.434
S -3.687 -0.118 -0.275
```



Model 2:
The following is a quantum chemistry calculation of a cluster of 2 separate species, C4H8OS in total, from the OMol25 dataset.

Orbital gap ... 9.0 eV
HOMO ... -8.41 eV
LUMO energy ... 0.5 eV
SMILES ... C/C=C/S.C=O

Geometry as XYZ:
```
14
C4H8OS (wB97M-V/def2-TZVPD)
C -0.677 2.437 -0.348
C -0.440 0.964 -0.175
C 1.965 -2.450 0.840
C -1.036 0.062 -0.938
O 2.375 -3.324 0.119
S -1.173 -1.586 -0.485
H 0.223 3.025 -0.194
H -1.341 2.734 0.470
H 0.261 0.670 0.720
H 1.438 -1.610 0.347
H 1.824 -2.303 1.967
H -1.673 0.408 -1.657
H -1.305 2.579 -1.278
H -0.441 -1.606 0.611
```



Each structure's energy above the most stable one, in kJ/mol: model 1 51.2; model 2 0.0.



Model 1:
The following is a quantum chemistry calculation of a cluster of 2 separate species, C4H8OS in total, from the OMol25 dataset.

Orbital gap ... 8.6 eV
HOMO ... -9.20 eV
LUMO energy ... -0.6 eV

Geometry as XYZ:
```
14
C4H8OS (wB97M-V/def2-TZVPD)
C 0.997 -1.206 -0.668
C -0.066 -0.140 -0.605
C -0.393 0.276 0.946
C -0.332 1.812 1.140
H 0.618 -1.909 -0.061
H 0.999 -1.644 -1.714
H 1.895 -0.735 -0.353
H 0.262 0.895 -1.030
H -0.977 -2.478 -1.519
H -0.776 -0.047 2.025
H -0.631 2.382 2.004
H -0.753 2.301 0.145
O 0.794 1.157 1.154
S -1.638 -0.666 -1.464
```



Model 2:
The following is a quantum chemistry calculation of an isolated molecule of C4H8OS, from the OMol25 dataset.

Orbital gap ... 9.4 eV
HOMO ... -8.61 eV
LUMO energy ... 0.8 eV
SMILES ... O[C@H]1CCSC1

Geometry as XYZ:
```
14
C4H8OS (wB97M-V/def2-TZVPD)
C -0.422 -0.641 -0.768
C 0.556 -1.149 0.193
C 0.369 -0.384 1.476
C -0.325 0.854 -0.661
H -0.308 -2.030 -2.198
H -1.479 -0.902 -0.449
H 0.475 -2.266 0.173
H 1.436 -0.804 -0.348
H 1.266 -0.506 2.088
H -0.493 -0.826 1.984
H -1.250 1.364 -1.136
H 0.406 1.188 -1.395
O -0.046 -1.116 -2.064
S -0.047 1.352 1.022
```



Each structure's energy above the most stable one, in kJ/mol: model 1 463.2; model 2 0.0.